No. 1
{"formula": "C2H2F2O", "method": "ωB97M-V/def2-TZVPD", "smiles": "FC1=CO1.F", "gap_ev": 9.8, "e_above_lowest_kj_mol": 381.2, "charge": 0, "e_homo_ev": -9.46, "species": ["F", "C", "C", "O", "H", "F", "H"], "positions_angstrom": [[2.398, -0.273, 0.065], [1.191, 0.069, 0.166], [0.363, 1.057, 0.260], [0.224, -0.377, -0.558], [-0.523, 1.566, 0.501], [-2.167, -1.336, -0.041], [-1.485, -0.707, -0.393]]}

=====

No. 2
{"formula": "C2H2F2O3", "method": "ωB97M-V/def2-TZVPD", "gap_ev": [7.7, 9.8], "e_above_lowest_kj_mol": 19.0, "s_squared": 2.00, "charge": 0, "e_homo_ev": [-7.06, -11.93], "spin_multiplicity": 3, "species": ["C", "C", "O", "O", "O", "F", "F", "H", "H"], "positions_angstrom": [[-1.092, -0.918, 0.253], [0.699, 1.121, -0.310], [-1.930, -0.259, 0.746], [-0.857, -1.186, -1.009], [1.090, 0.798, 0.837], [-0.196, -1.598, 0.990], [1.699, 1.721, -1.004], [-1.430, -0.666, -1.591], [2.019, 0.987, 1.088]]}

=====

No. 3
{"formula": "C2H2F2OS", "method": "ωB97M-V/def2-TZVPD", "smiles": "O=C=C(F)F.S", "gap_ev": 8.6, "e_above_lowest_kj_mol": 252.7, "charge": 0, "e_homo_ev": -9.15, "species": ["O", "C", "C", "F", "F", "S", "H", "H"], "positions_angstrom": [[-1.160, 0.839, -1.799], [-1.727, 0.242, -1.018], [-2.571, -0.005, -0.052], [-2.707, -1.161, 0.571], [-3.731, 0.712, 0.017], [0.606, -0.886, 0.333], [-0.309, -1.805, 0.106], [0.920, -1.642, 1.375]]}

=====

No. 4
{"formula": "C2H2F2S", "method": "ωB97M-V/def2-TZVPD", "smiles": "FC(F)C=S", "gap_ev": 8.5, "e_above_lowest_kj_mol": 74.2, "charge": 0, "e_homo_ev": -9.35, "species": ["F", "C", "F", "C", "S", "H", "H"], "positions_angstrom": [[1.827, -0.714, -0.370], [0.923, -0.067, 0.389], [0.941, 1.275, -0.038], [-0.447, -0.601, 0.200], [-1.793, 0.043, -0.110], [1.472, -0.016, 1.331], [-0.554, -1.706, 0.568]]}

=====

No. 5
{"formula": "C2H2F3N2", "method": "ωB97M-V/def2-TZVPD", "smiles": "N=[N+]=CC(F)(F)F", "gap_ev": 10.3, "e_above_lowest_kj_mol": 114.5, "charge": 1, "e_homo_ev": -17.17, "species": ["N", "N", "C", "C", "F", "F", "F", "H", "H"], "positions_angstrom": [[2.046, 0.624, -0.473], [1.169, 0.209, 0.091], [0.155, -0.342, 0.551], [-1.269, -0.102, -0.036], [-2.031, -1.099, 0.183], [-1.645, 1.014, 0.558], [-1.217, 0.030, -1.363], [2.780, 0.226, -1.057], [0.011, -0.561, 1.546]]}

=====

No. 6
{"formula": "C2H2F3NO", "method": "ωB97M-V/def2-TZVPD", "smiles": "O=C/C(F)=N/F.F", "gap_ev": 10.5, "e_above_lowest_kj_mol": 384.3, "charge": 0, "e_homo_ev": -11.75, "species": ["O", "C", "C", "F", "N", "F", "H", "F", "H"], "positions_angstrom": [[-1.125, 0.613, -1.133], [-0.215, 1.182, -0.572], [0.814, 0.435, 0.218], [1.756, 1.193, 0.750], [0.686, -0.774, 0.561], [1.558, -1.341, 1.383], [-0.009, 2.238, -0.839], [-1.659, -2.212, -0.047], [-1.806, -1.333, -0.322]]}

=====

No. 7
{"formula": "C2H2FGaO", "method": "ωB97M-V/def2-TZVPD", "gap_ev": [8.3, 7.6], "e_above_lowest_kj_mol": 109.1, "s_squared": 0.76, "charge": 1, "e_homo_ev": [-15.18, -15.05], "spin_multiplicity": 2, "species": ["C", "C", "O", "H", "F", "H", "Ga"], "positions_angstrom": [[0.716, 0.319, 0.097], [-0.623, 0.431, -0.200], [-0.874, -0.466, 0.803], [1.438, 1.035, 0.480], [1.272, -0.870, -0.395], [-1.090, 1.419, -0.093], [-0.839, -1.867, -0.691]]}

=====

No. 8
{"formula": "C2H2FInO2", "method": "ωB97M-V/def2-TZVPD", "gap_ev": 11.4, "e_above_lowest_kj_mol": 0.0, "charge": 2, "e_homo_ev": -23.04, "species": ["F", "O", "C", "C", "O", "In", "H", "H"], "positions_angstrom": [[3.180, 0.196, 0.137], [-2.630, 1.064, 0.119], [-2.042, 0.105, -0.010], [-1.347, -1.210, -0.001], [-0.256, -0.461, -0.403], [1.474, -0.114, -0.003], [-1.812, -1.841, -0.778], [-1.357, -1.591, 1.036]]}

=====

No. 9
{"formula": "C2H2FN3", "method": "ωB97M-V/def2-TZVPD", "gap_ev": [7.8, 9.7], "e_above_lowest_kj_mol": 530.3, "charge": 0, "e_homo_ev": [-8.54, -10.55], "species": ["C", "C", "N", "N", "N", "F", "H", "H"], "positions_angstrom": [[-2.328, -0.406, 0.228], [-1.355, 0.534, 0.165], [-3.080, -1.283, 0.282], [-1.014, 1.686, 0.235], [0.595, -0.905, -0.254], [1.054, -1.075, 1.037], [-0.063, 2.014, 0.137], [0.111, -1.788, -0.452]]}

=====

No. 10
{"formula": "C2H2FN3", "method": "ωB97M-V/def2-TZVPD", "smiles": "Fc1cnn[nH]1", "gap_ev": 10.9, "e_above_lowest_kj_mol": 197.6, "charge": 0, "e_homo_ev": -10.19, "species": ["F", "C", "C", "N", "N", "N", "H", "H"], "positions_angstrom": [[2.035, -0.143, -0.177], [0.733, -0.025, -0.050], [-0.091, 1.048, -0.061], [-1.376, 0.646, -0.130], [-1.522, -0.644, -0.176], [-0.232, -1.021, -0.084], [0.461, 2.054, 0.215], [-0.008, -1.915, 0.464]]}